{
  "formula": "C4H38NO15",
  "method": "wB97M-V/def2-TZVPD",
  "symbols": ["O", "C", "C", "N", "C", "C", "H", "H", "H", "H", "H", "H", "H", "H", "H", "H", "H", "H", "O", "H", "H", "O", "H", "H", "O", "H", "H", "O", "H", "H", "O", "H", "H", "O", "H", "H", "O", "H", "H", "O", "H", "H", "O", "H", "H", "O", "H", "H", "O", "H", "H", "O", "H", "H", "O", "H", "H", "O"],
  "xyz": [[0.95897, 0.80643, 0.33276], [0.15290, 1.23646, 1.12417], [-1.30213, 0.53253, 1.14906], [-1.22766, -0.77088, 0.29414], [-0.33669, -1.78976, 1.14682], [-2.34242, 1.38839, 0.37487], [0.14672, 2.07687, 1.75729], [-1.54871, 0.25836, 2.21758], [-2.12201, -1.30263, 0.07325], [-0.67530, -0.58903, -0.61112], [0.78376, -1.66785, 0.70081], [-0.73050, -2.83287, 0.99416], [-0.26468, -1.67389, 2.38996], [-2.14070, 1.19249, -0.77031], [-2.23412, 2.47024, 0.72346], [-3.41895, 1.11591, 0.40092], [-1.48423, 4.51219, 1.24382], [-1.42288, 4.85355, -0.20430], [-1.49353, 4.09743, 0.35149], [3.12832, 1.65927, -1.02341], [3.45599, 2.50711, -2.33366], [2.69049, 1.97828, -1.86846], [0.10049, -0.92155, -5.89293], [-1.42005, -0.53157, -5.86339], [-0.48223, -0.32670, -5.60522], [0.80699, 0.03114, -1.72582], [-0.42831, -0.10829, -2.47484], [0.14952, -0.63345, -1.83942], [2.96593, 2.64694, 3.34785], [3.18790, 4.00114, 2.48245], [2.52564, 3.34710, 2.95329], [-4.81130, -1.60807, 1.38674], [-3.80991, -2.60217, 0.99257], [-4.18202, -1.79154, 0.76409], [1.99757, 3.39425, -0.48117], [1.89704, 4.55944, 0.15792], [2.67282, 3.92448, -0.02649], [0.76287, -5.06416, -0.98415], [0.81191, -3.41138, -0.79125], [0.52433, -4.30568, -0.62666], [1.12117, 2.04865, 3.62107], [0.17773, 0.98105, 4.37875], [0.57123, 1.22001, 3.44722], [1.61248, -2.03033, -3.51520], [2.56701, -2.68380, -4.18718], [1.56309, -2.84636, -4.05085], [4.13465, 1.62134, 0.98988], [2.63106, 1.33517, 0.54785], [3.55886, 0.95026, 0.46103], [-0.23020, -4.78272, 1.97527], [0.67084, -4.41595, 3.15432], [-0.14167, -4.28046, 2.69027], [-0.91608, 0.64908, -4.22595], [-0.21272, 1.78388, -3.22688], [-0.91130, 1.08535, -3.36087], [-3.07874, -4.37714, 2.55771], [-2.06608, -3.27341, 2.46192], [-2.89316, -3.64314, 2.04474]],
  "lowdin_charge": [0.0301, -0.1572, -0.2274, 0.0247, -0.0308, -0.0440, 0.0899, 0.1452, 0.1583, 0.0469, 0.1358, 0.0409, 0.1511, 0.1188, 0.0603, 0.0831, 0.0823, 0.0386, -0.0567, -0.0151, 0.1165, -0.1434, -0.0190, 0.1122, 0.0092, 0.0255, 0.0264, -0.0424, -0.0094, 0.1245, -0.0724, 0.0022, -0.0475, -0.0001, 0.0040, 0.0876, -0.0978, -0.0340, 0.0270, 0.0204, 0.0540, 0.1335, -0.1167, 0.0059, 0.0906, -0.1003, 0.1085, 0.0086, -0.1114, -0.0332, 0.0643, 0.0118, 0.0117, 0.1086, -0.0525, 0.0268, 0.0525, -0.0268],
  "lumo_ev": -2.33,
  "charge": 1,
  "orbital_gap_ev": 10.7,
  "e_homo_ev": -13.045,
  "de_lowest_ev": 4.981
}


{
  "formula": "C7H15NO2",
  "method": "wB97M-V/def2-TZVPD",
  "symbols": ["C", "C", "C", "N", "C", "O", "C", "C", "C", "H", "H", "H", "H", "H", "H", "H", "H", "H", "H", "H", "H", "H", "H", "O", "H"],
  "xyz": [[2.76215, -0.89405, 0.74736], [1.74050, 0.13246, 0.26822], [0.34449, -0.45726, 0.11865], [-0.32000, -0.78924, 1.38426], [-1.79173, 0.28571, 0.63478], [-2.33769, 1.09389, 1.34937], [-0.73961, 0.51686, -0.45603], [-0.30413, 1.97774, -0.49438], [-1.26291, 0.06325, -1.82298], [2.43581, -1.38967, 1.67331], [2.92320, -1.67160, -0.01346], [3.72870, -0.41292, 0.95064], [1.70066, 0.97438, 0.97657], [2.05857, 0.53559, -0.70387], [0.42178, -1.34790, -0.52914], [0.18792, -1.22840, 2.14200], [0.10373, 2.31037, 0.46909], [0.46704, 2.11744, -1.26332], [-1.16761, 2.61929, -0.71333], [-2.18638, 0.60177, -2.07655], [-0.50740, 0.26262, -2.59420], [-1.47701, -1.01481, -1.85250], [-1.39703, -1.55272, 1.28452], [-2.72839, -1.16826, 0.69842], [-2.65465, -1.56453, -0.17744]],
  "lowdin_charge": [-0.1035, -0.2255, -0.3391, 0.0107, -0.3251, 0.1073, -0.4356, -0.0342, -0.0302, 0.0674, 0.0771, 0.0742, 0.1141, 0.1161, 0.1405, 0.0819, 0.0930, 0.0907, 0.0979, 0.0995, 0.0932, 0.0798, 0.2143, -0.1038, 0.0391],
  "lumo_ev": 0.63,
  "orbital_gap_ev": 9.8,
  "e_homo_ev": -9.154,
  "de_lowest_ev": 3.339
}


{
  "formula": "C32H62O13S",
  "method": "wB97M-V/def2-TZVPD",
  "symbols": ["C", "C", "C", "O", "C", "O", "O", "H", "H", "H", "H", "H", "H", "O", "S", "O", "C", "C", "C", "C", "H", "H", "H", "H", "H", "H", "H", "H", "C", "C", "C", "O", "H", "H", "H", "H", "H", "H", "C", "C", "C", "O", "H", "H", "H", "H", "H", "H", "C", "C", "C", "O", "H", "H", "H", "H", "H", "H", "C", "C", "C", "O", "H", "H", "H", "H", "H", "H", "C", "C", "C", "O", "H", "H", "H", "H", "H", "H", "C", "C", "C", "O", "H", "H", "H", "H", "H", "H", "C", "C", "C", "O", "H", "H", "H", "H", "H", "H", "C", "C", "C", "O", "H", "H", "H", "H", "H", "H"],
  "xyz": [[2.70612, -19.57389, -9.44408], [2.35433, -20.97687, -9.89560], [2.87957, -21.49184, -11.25042], [3.18105, -22.84210, -10.96751], [3.24116, -23.06153, -9.64452], [3.47059, -24.11412, -9.14661], [2.85857, -21.95263, -8.97960], [2.08342, -19.21712, -8.62080], [2.42441, -18.85184, -10.21541], [3.76007, -19.51920, -9.17811], [1.26676, -21.08545, -9.82877], [3.78107, -20.96557, -11.57269], [2.12164, -21.34786, -12.01664], [-0.16897, -12.14588, -7.82294], [1.01526, -11.63063, -7.16160], [1.20788, -10.20695, -7.00723], [1.16116, -12.44389, -5.50330], [2.63020, -12.84123, -5.45930], [3.04426, -13.36250, -6.84872], [2.48981, -12.41939, -7.89590], [0.53176, -13.32813, -5.59397], [0.83710, -11.68199, -4.80339], [3.22262, -11.97433, -5.14864], [2.83207, -13.57952, -4.67935], [2.53346, -14.32026, -6.95574], [4.12175, -13.47300, -6.73480], [2.00326, -13.03968, -8.65310], [3.12916, -11.72052, -8.42720], [5.96936, -12.86378, -3.24410], [6.69918, -11.61933, -3.60926], [8.13205, -11.70067, -4.12753], [6.18800, -10.52246, -3.51153], [6.51730, -13.47058, -2.52518], [5.76098, -13.42099, -4.16044], [5.01629, -12.53694, -2.82983], [8.16651, -12.50468, -4.86973], [8.78400, -11.93757, -3.28776], [8.37299, -10.80198, -4.68605], [10.10928, -15.55963, -8.24684], [9.71878, -16.97385, -8.61788], [9.09278, -17.87336, -7.58880], [9.94229, -17.37891, -9.73410], [9.34391, -15.15146, -7.58689], [10.18237, -14.97619, -9.16335], [11.11436, -15.52580, -7.82453], [9.71075, -17.93114, -6.69698], [8.82751, -18.81921, -8.05690], [8.09184, -17.45867, -7.41489], [1.43268, -16.48149, -4.04695], [0.47550, -17.62795, -4.34946], [0.29450, -18.62705, -3.22248], [-0.01308, -17.74014, -5.44110], [1.16434, -15.91500, -3.15947], [1.40173, -15.81433, -4.91083], [2.45209, -16.84207, -3.96692], [0.25666, -18.03844, -2.29860], [1.19507, -19.22352, -3.07718], [-0.64595, -19.15516, -3.34260], [3.88450, -16.71789, -1.05134], [3.28917, -15.34199, -1.27922], [2.72208, -14.66245, -0.07880], [3.32235, -14.82566, -2.37664], [3.09390, -17.45451, -1.22997], [4.20374, -16.78600, -0.01115], [4.70722, -16.96921, -1.71598], [3.47588, -14.39001, 0.66132], [1.99215, -15.30012, 0.42646], [2.21471, -13.74054, -0.36409], [4.75458, -16.14538, -5.02190], [4.86701, -17.19171, -6.11215], [3.87858, -18.37069, -6.02478], [5.62999, -17.12580, -7.04700], [5.74583, -15.69108, -4.96767], [4.47699, -16.56486, -4.06347], [4.02164, -15.39068, -5.30050], [4.07536, -19.01555, -6.88167], [2.83874, -18.04866, -6.03097], [4.13718, -18.97503, -5.15083], [3.90460, -21.91647, -5.97121], [3.88595, -22.99798, -4.89527], [5.06652, -23.92594, -4.85040], [3.00234, -22.99362, -4.06978], [3.79351, -22.45778, -6.91040], [4.83086, -21.34193, -5.98703], [3.05598, -21.24934, -5.84763], [5.00967, -24.55970, -3.97131], [5.95388, -23.29015, -4.84038], [5.09942, -24.49296, -5.78262], [8.96901, -15.23354, -4.60733], [8.69275, -15.70982, -3.20048], [9.89039, -15.96748, -2.33030], [7.55287, -15.92133, -2.84413], [9.68954, -14.41865, -4.52330], [8.03852, -14.90785, -5.06495], [9.38576, -16.03582, -5.21786], [10.49471, -15.05996, -2.38372], [10.37614, -16.85375, -2.74346], [9.66362, -16.16981, -1.28713], [4.23781, -14.45150, -11.23595], [3.64969, -15.75333, -10.70024], [3.33336, -15.82808, -9.21723], [3.50392, -16.72530, -11.39608], [5.06436, -14.16150, -10.58822], [3.47975, -13.67455, -11.31301], [4.63703, -14.70489, -12.21698], [2.25951, -15.67036, -9.09576], [3.83524, -15.00506, -8.71024], [3.70392, -16.75751, -8.79284]],
  "lowdin_charge": [-0.0244, -0.3004, -0.0812, 0.0763, -0.5717, 0.1640, 0.0524, 0.0842, 0.0791, 0.0893, 0.1558, 0.1381, 0.1357, -0.3349, 0.6955, -0.3256, -0.1886, -0.2398, -0.2425, -0.2089, 0.0967, 0.1036, 0.1217, 0.0832, 0.0961, 0.1143, 0.0820, 0.1093, -0.0195, -0.4962, -0.0142, 0.0655, 0.0823, 0.0749, 0.0816, 0.0584, 0.0871, 0.0823, -0.0212, -0.5029, -0.0203, 0.0676, 0.0632, 0.0829, 0.0891, 0.0782, 0.0864, 0.0655, -0.0279, -0.4960, -0.0094, 0.0766, 0.0810, 0.0772, 0.0475, 0.0747, 0.0880, 0.0856, -0.0041, -0.4905, -0.0203, 0.0343, 0.0858, 0.0829, 0.0748, 0.0928, 0.0910, 0.0866, -0.0054, -0.4529, -0.0093, 0.0539, 0.0638, 0.0553, 0.0627, 0.0560, 0.0753, 0.0867, -0.0233, -0.4934, -0.0177, 0.0610, 0.0631, 0.0804, 0.0759, 0.0826, 0.0839, 0.0895, -0.0237, -0.4946, -0.0138, 0.0515, 0.0827, 0.0692, 0.0692, 0.0849, 0.0946, 0.0844, -0.0109, -0.4781, -0.0150, 0.0672, 0.0812, 0.0844, 0.0813, 0.0999, 0.0525, 0.0646],
  "lumo_ev": 0.03,
  "smiles": "C[C@H]1COC(=O)O1.O=S1(=O)CCCC1.CC(C)=O.CC(C)=O.CC(C)=O.CC(C)=O.CC(C)=O.CC(C)=O.CC(C)=O.CC(C)=O",
  "orbital_gap_ev": 9.5,
  "e_homo_ev": -9.429,
  "de_lowest_ev": 0.000
}


{
  "formula": "C4H10N2O2S",
  "method": "wB97M-V/def2-TZVPD",
  "symbols": ["H", "N", "N", "C", "C", "C", "S", "C", "O", "O", "H", "H", "H", "H", "H", "H", "H", "H", "H"],
  "xyz": [[-2.45361, -2.66589, -0.17783], [-1.86669, -1.85818, 0.07291], [-0.73608, -1.98261, -0.33172], [0.22606, -0.49640, 0.10671], [1.48378, -0.56248, -0.70295], [2.57409, 0.32366, -0.10497], [-0.81324, 0.91875, -0.35703], [-2.04826, 1.06885, 0.96732], [-1.48162, 0.62819, -1.59523], [0.02080, 2.09169, -0.32040], [0.33439, -0.56250, 1.17973], [1.24839, -0.23176, -1.71603], [1.82589, -1.59987, -0.75240], [2.79299, 0.01732, 0.91756], [3.48702, 0.24576, -0.69273], [2.24106, 1.35962, -0.10095], [-2.82350, 1.73151, 0.60640], [-2.45088, 0.08577, 1.16544], [-1.56062, 1.48857, 1.83617]],
  "lowdin_charge": [0.0814, 0.0064, 0.0367, -0.2834, -0.2782, -0.1003, 0.6112, -0.1347, -0.3207, -0.3233, 0.1110, 0.1147, 0.1119, 0.0761, 0.0749, 0.0597, 0.0665, 0.0281, 0.0618],
  "lumo_ev": 0.65,
  "smiles": "[H]/N=N/[C@@H](CC)S(C)(=O)=O",
  "orbital_gap_ev": 9.8,
  "e_homo_ev": -9.154,
  "de_lowest_ev": 2.050
}